61
Properties=species:S:1:pos:R:3:forces:R:3 method="wB97M-V/def2-TZVPD" relative_energy_kcal_mol=50.30 charge=+1 spin_multiplicity=1 e_homo_ev=-11.2 energy_ha=-1749.6629 e_lumo_ev=-2.8356
Pt 0.2486 0.2757 -0.4402 -2.7 1.2 1.3
C 5.2698 -0.1179 -0.7055 0.0 -0.1 0.0
C 3.8466 -0.3143 -0.2500 0.2 0.1 0.0
O 2.9237 0.3470 -0.7009 0.7 -0.1 0.1
N 3.6585 -1.2759 0.6901 -0.1 -0.1 0.2
C 2.3371 -1.6632 1.1764 0.1 0.1 -0.5
C 1.6060 -2.4485 0.1122 0.0 0.0 -0.1
C 1.5969 -3.8311 0.1139 -0.1 0.0 0.0
C 0.9778 -4.5052 -0.9292 0.0 0.0 0.1
C 0.4730 -3.7753 -1.9896 0.0 -0.1 0.0
C 0.5392 -2.3944 -1.9400 0.0 0.0 0.0
N 1.0336 -1.7435 -0.8828 0.8 0.1 -0.1
H 5.4236 0.9292 -0.9506 0.0 0.0 0.0
H 5.4318 -0.7011 -1.6137 0.0 0.0 0.0
H 5.9934 -0.4335 0.0449 0.0 0.0 0.0
H 4.4397 -1.8558 0.9442 0.0 0.1 0.0
H 1.7687 -0.7616 1.4040 0.0 0.1 0.1
H 2.4689 -2.2567 2.0773 -0.1 0.0 0.0
H 2.0584 -4.3705 0.9306 0.0 0.0 0.0
H 0.9029 -5.5848 -0.9090 0.1 0.0 -0.1
H 0.0201 -4.2652 -2.8400 0.0 0.0 0.0
H 0.1617 -1.7848 -2.7472 -0.1 0.0 0.1
N 2.0778 5.4850 2.8840 0.0 0.0 0.0
C 1.9459 4.9245 1.8904 0.0 0.0 0.0
C 1.7821 4.2250 0.6446 0.0 0.0 -0.1
C 2.1264 4.8132 -0.5708 0.0 0.0 0.1
C 1.9228 4.0984 -1.7349 0.0 0.0 0.0
C 1.3963 2.8217 -1.6572 0.1 0.0 0.0
N 1.1017 2.2583 -0.4824 0.4 -1.3 -0.7
C 1.2748 2.9348 0.6478 0.0 -0.1 0.2
H 2.5339 5.8149 -0.5882 0.0 0.0 0.0
H 2.1720 4.5204 -2.6976 -0.1 0.0 0.0
H 1.1900 2.2354 -2.5388 0.1 0.0 0.0
H 0.9943 2.4446 1.5712 0.0 0.0 0.0
C -4.4095 -2.0333 -1.6123 0.0 0.0 0.1
N -3.4641 -2.0555 -0.4923 0.0 0.0 0.0
C -3.8149 -2.6202 0.6879 -0.1 0.0 0.0
C -3.0425 -2.5217 1.7878 0.0 0.0 0.1
C -1.8306 -1.7808 1.6650 0.3 -0.1 -0.1
N -1.4461 -1.3005 0.4908 0.3 0.5 -0.7
C -2.2483 -1.3794 -0.6156 -0.2 -0.2 -0.1
O -1.9207 -0.8826 -1.6828 0.0 0.0 0.1
N -1.0127 -1.5940 2.7133 0.0 -0.1 -0.1
H -4.8424 -3.0212 -1.7514 0.0 0.0 0.0
H -3.8752 -1.7225 -2.5017 0.0 -0.1 0.0
H -5.2057 -1.3170 -1.4116 0.0 0.0 0.0
H -4.7605 -3.1461 0.6952 0.0 0.0 0.0
H -3.3467 -2.9475 2.7316 0.0 0.0 0.0
H -1.3756 -1.7754 3.6342 0.0 0.0 0.0
H -0.4110 -0.7822 2.6318 -0.1 0.0 0.1
O -1.6085 2.4287 -2.0118 0.0 0.0 0.0
C -1.8962 2.3173 -0.8462 0.0 0.1 0.1
C -2.9594 3.0877 -0.0818 -0.1 -0.1 0.1
C -2.9245 2.4941 1.3308 0.0 0.1 -0.2
C -1.6764 1.6337 1.3349 0.0 0.2 -0.1
O -1.1298 1.1487 2.3114 0.0 0.1 0.0
N -1.2330 1.4956 0.0507 0.3 -0.3 0.0
H -3.9185 3.0051 -0.5893 0.0 0.0 0.0
H -2.6811 4.1419 -0.0842 0.0 0.0 -0.1
H -3.7777 1.8429 1.5302 0.0 0.0 0.0
H -2.8862 3.2392 2.1223 0.0 -0.1 0.0

***

11
Properties=species:S:1:pos:R:3:forces:R:3 method="wB97M-V/def2-TZVPD" relative_energy_kcal_mol=72.61 charge=0 spin_multiplicity=1 e_homo_ev=-8.6 energy_ha=-268.2895 e_lumo_ev=0.8179
C 1.4523 -0.4881 -0.0452 0.1 -0.1 -0.1
C 0.1175 0.1362 -0.2011 0.0 -0.6 0.2
O -0.0076 1.1565 -1.0555 -0.2 0.2 -0.1
C -1.0220 -0.2642 0.3943 1.2 -1.6 -1.1
O -2.1508 0.5439 0.0654 0.9 0.4 2.6
H 2.2280 0.2539 0.1690 -0.2 -0.1 0.0
H 1.4259 -1.2307 0.7566 0.0 0.1 -0.1
H 1.7125 -0.9852 -0.9835 0.1 0.0 0.1
H -1.5705 0.7712 1.0084 -2.6 1.4 -1.4
H -0.9951 1.2868 -1.0409 0.5 0.3 -0.2
H -1.1902 -1.1802 0.9324 0.1 -0.1 0.2

***

54
Properties=species:S:1:pos:R:3:forces:R:3 method="wB97M-V/def2-TZVPD" charge=-1 spin_multiplicity=1 e_homo_ev="-5.4 / -5.4" energy_ha=-3393.7837 e_lumo_ev="0.7015 / 0.6780"
Rh -0.8020 -0.3666 0.1690 -2.5 1.4 2.1
C 3.3497 -1.8174 1.5928 -0.1 0.0 0.1
C 3.3539 -0.5376 0.8230 -0.1 0.0 0.2
N 4.4886 -0.1254 0.3362 0.2 -0.5 0.2
C 4.5583 1.0038 -0.3785 -0.2 0.7 -0.3
C 3.4605 1.7621 -0.6900 0.2 0.0 -0.2
C 3.6282 3.0626 -1.4367 0.4 0.0 0.3
O 3.0443 3.0835 -2.7260 -0.2 -0.1 -0.4
C 2.1818 1.3116 -0.2610 0.3 -1.1 0.4
C 1.0244 1.9706 -0.7213 -1.1 0.3 -0.1
N -0.2202 1.6451 -0.4786 1.7 -1.7 -0.2
C -1.2182 2.5388 -0.7921 -1.0 1.1 -0.4
C -1.0424 3.9074 -0.5326 0.1 -0.5 0.0
C -2.0555 4.8141 -0.7391 -0.3 0.2 -0.2
C -3.2811 4.3942 -1.2332 0.1 0.1 0.0
C -3.4815 3.0547 -1.5212 0.1 -0.2 -0.1
C -2.4653 2.1465 -1.2948 0.2 -0.6 -0.1
I -2.7584 0.0719 -1.7283 0.4 0.7 0.6
C 2.1073 0.1719 0.6151 0.5 1.0 -0.9
O 1.0490 -0.2061 1.1984 -1.0 -1.1 0.0
H 4.3320 -1.9842 2.0285 0.0 0.0 0.0
H 3.1403 -2.6389 0.9056 -0.1 -0.1 0.1
H 2.5785 -1.8056 2.3591 0.0 -0.1 0.0
H 5.5509 1.2866 -0.7075 0.0 0.2 0.0
H 4.7016 3.2930 -1.5107 -0.2 0.0 0.1
H 3.1490 3.8754 -0.8789 0.1 -0.1 -0.1
H 3.3004 2.2748 -3.1854 0.0 0.1 0.1
H 1.1793 2.8015 -1.4082 0.0 0.3 0.3
H -0.1032 4.2297 -0.1133 0.1 0.0 0.1
H -1.8916 5.8544 -0.5013 0.0 0.1 0.0
H -4.0777 5.1026 -1.3882 -0.1 0.1 0.0
H -4.4220 2.7056 -1.9172 -0.1 0.0 0.0
S -1.9067 1.1116 2.2403 0.7 -0.9 -1.3
C -2.9025 -0.2403 2.5412 -0.7 -0.4 0.7
S -2.6082 -1.5894 1.5129 1.3 1.0 -0.7
C -3.8786 -0.3234 3.5309 0.8 0.0 -0.9
C -4.0877 0.6404 4.5230 0.0 0.7 0.4
N -4.3000 1.3820 5.3784 0.0 0.2 0.1
C -4.7206 -1.4452 3.5985 -0.2 -0.5 0.0
N -5.4387 -2.3412 3.6690 -0.2 -0.3 0.0
F 0.1995 -2.8360 1.4055 0.1 0.0 -0.1
C -0.1054 -3.9087 0.6717 0.4 0.0 0.5
F -1.1139 -4.5310 1.2824 -0.3 -0.1 0.0
F 0.9581 -4.7291 0.7503 0.1 -0.1 0.0
C -0.4740 -3.4886 -0.7905 0.8 -0.5 0.1
O -1.2568 -2.4303 -0.8245 -0.3 1.1 0.0
C -1.1614 -4.7200 -1.4461 -0.1 -0.4 -0.1
F -2.4311 -4.8171 -1.0694 -0.2 0.1 0.1
F -0.5565 -5.8748 -1.1097 0.2 -0.1 0.1
F -1.1577 -4.6780 -2.7826 0.0 0.2 -0.2
C 0.8342 -3.1364 -1.5539 0.4 0.1 -0.3
F 0.5822 -2.8668 -2.8355 -0.1 0.2 -0.3
F 1.8156 -4.0483 -1.5437 0.0 -0.3 0.0
F 1.3521 -2.0100 -1.0338 0.2 0.0 0.1